DFT (ωB97M-V with the def2-TZVPD basis set) results for C21H36Cl3MgN2O4Si as an isolated structure at a distorted geometry.

Geometry (Å):
C: 1.722 -2.540 -6.176
C: 1.850 -1.587 -7.317
H: 0.837 -3.185 -6.281
H: 1.631 -2.009 -5.227
H: 2.589 -3.211 -6.125
C: 2.136 -2.080 -8.541
C: 2.247 -3.539 -8.827
H: 2.335 -1.405 -9.366
H: 1.412 -4.096 -8.367
H: 3.186 -3.960 -8.431
H: 2.221 -3.748 -9.905
Mg: 0.676 0.912 -4.410
Cl: 3.505 -2.456 -3.504
Cl: 2.748 1.869 -4.505
C: 0.050 3.571 -3.460
O: -0.404 2.450 -3.845
N: -0.729 4.502 -2.942
C: -2.178 4.310 -2.897
C: -0.164 5.766 -2.482
H: 1.124 3.806 -3.540
H: -2.433 3.406 -2.328
H: -2.588 4.222 -3.911
H: -2.586 5.182 -2.390
H: 0.755 5.575 -1.918
H: -0.897 6.253 -1.834
H: 0.095 6.420 -3.330
H: -0.411 -3.164 -0.125
H: -0.885 -2.801 -3.962
C: -1.288 -2.709 -0.598
C: -1.362 -3.117 -3.037
N: -0.972 -2.233 -1.935
H: -1.647 -1.885 0.028
C: -0.335 -1.070 -2.095
O: 0.042 -0.612 -3.218
H: -2.458 -3.132 -3.129
H: -0.148 -0.513 -1.156
H: -2.062 -3.476 -0.678
H: -1.044 -4.138 -2.803
O: 0.510 -0.050 -5.973
C: 1.580 -0.128 -7.009
C: 0.547 0.327 -9.294
C: 1.209 0.793 -8.156
H: 0.385 -0.739 -9.430
C: 0.099 1.239 -10.256
H: 2.469 0.288 -6.505
C: 1.468 2.164 -8.006
H: -0.429 0.855 -11.126
C: 0.357 2.604 -10.113
C: 1.038 3.069 -8.976
H: 1.986 2.475 -7.088
H: 0.030 3.311 -10.873
H: 1.213 4.139 -8.819
Si: -1.229 -0.410 -6.379
Cl: 1.349 -4.444 -3.934
C: -1.335 -1.769 -7.618
C: -1.749 1.308 -6.976
C: -2.414 -0.634 -4.975
H: -1.439 -1.369 -8.635
H: -2.250 -2.325 -7.350
H: -0.486 -2.468 -7.608
H: -3.391 -0.358 -5.394
H: -2.212 0.035 -4.133
H: -2.485 -1.656 -4.612
H: -2.105 1.316 -8.014
H: -0.957 2.064 -6.895
H: -2.584 1.653 -6.350
O: 1.998 -3.428 -1.585
C: 2.260 -3.443 -2.765

Summary:
- frontier orbital gap (spin up / spin down) (eV) = 1.7311 / 1.7313
- energy above the lowest of the compared OMol25 structures with the same formula, charge and spin (kJ/mol) = 636.1
- total charge = -1

Atom charges from the Löwdin analysis, given in e for atoms 1 to 6: number 1, C, carries -0.18; number 2, C, carries -0.25; number 3, H, carries 0.04; number 4, H, carries 0.01; number 5, H, carries 0.06; number 6, C, carries -0.14

DFT (ωB97M-V with the def2-TZVPD basis set) results for C3H3Cl as an isolated structure at a distorted geometry.

Geometry (Å):
C: -0.125 -1.065 0.049
C: 1.316 0.228 0.668
C: -0.044 0.325 -0.302
Cl: 2.816 -0.094 -0.086
H: 0.536 -1.209 0.895
H: -0.222 0.682 -1.359
H: -0.636 0.982 0.382

Summary:
- frontier orbital gap (eV) = 7.7234
- energy above the lowest of the compared OMol25 structures with the same formula, charge and spin (kJ/mol) = 534.9
- total charge = 0

Atom charges from the Löwdin analysis, given in e for atoms 1 to 6: number 1, C, carries 0.12; number 2, C, carries -0.55; number 3, C, carries -0.34; number 4, Cl, carries 0.56; number 5, H, carries -0.03; number 6, H, carries 0.11

DFT (ωB97M-V with the def2-TZVPD basis set) results for a 9-piece molecular cluster, C18H44BN4O16 overall at a distorted geometry.

Geometry (Å):
O: -1.818 -2.907 -1.804
C: -1.218 -1.867 -1.580
O: -1.016 -1.488 -0.343
B: -0.133 -0.330 -0.421
O: -0.077 0.014 -1.889
C: -0.601 -0.960 -2.588
O: -0.881 -0.995 -3.807
O: 1.228 -0.693 0.049
C: 1.616 0.194 1.012
O: 2.747 0.306 1.454
C: 0.411 1.149 1.347
O: -0.590 0.756 0.488
O: 0.453 2.079 2.141
C: -3.394 -0.753 -5.569
O: -3.704 -1.869 -4.791
H: -3.595 0.225 -5.131
H: -2.334 -0.880 -5.793
H: -4.028 -0.582 -6.439
H: -3.054 -1.837 -4.086
C: 1.943 -1.234 4.577
O: 0.982 -2.314 4.690
H: 1.434 -0.276 4.470
H: 2.498 -1.181 5.514
H: 2.647 -1.280 3.746
H: 0.548 -2.633 3.895
C: 2.243 -4.035 -1.694
O: 2.874 -4.356 -2.909
H: 2.149 -2.951 -1.629
H: 1.202 -4.355 -1.673
H: 2.834 -4.423 -0.865
H: 3.166 -5.228 -2.634
C: 5.939 -0.728 1.806
O: 6.840 -1.145 2.503
N: 5.449 0.486 1.757
N: 5.267 -1.505 1.035
H: 5.947 1.113 2.373
H: 4.555 0.683 1.331
H: 5.535 -2.478 1.018
H: 4.485 -1.208 0.469
C: 1.946 4.416 4.709
O: 2.118 5.283 5.544
N: 2.769 3.474 4.258
N: 0.736 4.126 4.375
H: 2.466 2.697 3.689
H: 3.637 3.550 4.769
H: 0.748 3.281 3.821
H: -0.141 4.596 4.546
C: -3.750 1.906 -0.513
C: -4.167 2.509 0.808
C: -3.324 3.605 1.225
O: -5.387 3.125 0.520
H: -4.465 1.205 -0.944
H: -2.818 1.349 -0.419
H: -3.525 2.733 -1.186
H: -4.292 1.829 1.650
H: -2.327 3.240 1.474
H: -3.694 4.143 2.097
H: -3.085 4.370 0.486
H: -5.499 3.900 1.075
C: -0.155 -5.392 0.801
C: -0.708 -4.472 1.876
C: -0.816 -5.221 3.147
O: 0.037 -3.291 1.983
H: 0.901 -5.618 0.948
H: -0.266 -5.008 -0.213
H: -0.764 -6.292 0.883
H: -1.706 -4.183 1.546
H: -1.357 -6.162 3.054
H: -1.327 -4.597 3.881
H: 0.170 -5.448 3.553
H: -0.081 -2.847 1.140
C: -0.943 2.274 -4.027
C: -1.290 3.750 -4.444
C: -0.062 4.541 -4.790
O: -2.051 3.661 -5.600
H: -1.605 1.786 -3.312
H: 0.073 2.234 -3.634
H: -0.965 1.534 -4.828
H: -1.923 4.214 -3.688
H: 0.582 3.932 -5.425
H: 0.407 4.695 -3.818
H: -0.305 5.502 -5.243
H: -2.343 4.553 -5.802

Summary:
- frontier orbital gap (eV) = 9.2306
- energy above the lowest of the compared OMol25 structures with the same formula, charge and spin (kJ/mol) = 298.2
- total charge = -1

Atom charges from the Löwdin analysis, given in e for atoms 1 to 6: number 1, O, carries 0.14; number 2, C, carries -0.39; number 3, O, carries 0.23; number 4, B, carries -0.86; number 5, O, carries 0.22; number 6, C, carries -0.35

DFT (ωB97M-V with the def2-TZVPD basis set) results for C31H50EuO3P2 as an isolated structure at a distorted geometry.

Geometry (Å):
Eu: 1.215 0.472 0.213
C: -0.146 -1.929 2.288
C: 0.948 -1.243 2.894
C: -0.875 0.182 2.811
C: -1.279 -1.074 2.296
C: 0.518 0.100 3.151
C: -0.132 -3.305 1.764
H: 0.863 -3.590 1.417
H: -0.817 -3.406 0.906
H: -0.438 -4.041 2.523
C: -2.654 -1.439 1.900
H: -2.738 -2.499 1.643
H: -3.013 -0.866 1.032
H: -3.369 -1.244 2.712
C: -1.710 1.371 3.044
H: -1.570 1.773 4.064
H: -2.771 1.134 2.895
H: -1.455 2.188 2.343
C: 1.296 1.215 3.722
H: 1.495 1.035 4.794
H: 0.728 2.156 3.638
H: 2.261 1.366 3.202
C: 2.222 -1.894 3.302
H: 2.014 -2.662 4.079
H: 2.948 -1.184 3.727
H: 2.688 -2.413 2.444
C: 2.274 -0.506 -1.955
C: 2.576 -1.477 -1.041
C: 3.969 -1.759 -0.520
C: 4.558 -0.752 0.500
C: 3.840 0.560 0.689
C: 3.629 1.493 -0.276
C: 4.057 1.366 -1.725
C: 3.263 0.412 -2.650
H: 4.667 -1.864 -1.374
H: 5.620 -0.600 0.218
H: 3.945 -2.752 -0.037
H: 3.975 -0.173 -3.273
H: 1.274 -0.496 -2.428
H: 1.857 -2.308 -0.876
H: 2.665 1.019 -3.364
H: 3.972 2.368 -2.176
H: 3.409 2.523 0.031
H: 5.126 1.116 -1.816
H: 4.594 -1.248 1.485
H: 3.721 0.823 1.752
P: -0.856 -2.479 -2.315
C: -2.589 -3.039 -2.071
H: -2.859 -3.720 -2.895
H: -3.267 -2.166 -2.058
H: -2.654 -3.574 -1.106
C: -1.017 -1.527 -3.872
H: -1.662 -2.086 -4.565
H: -0.012 -1.397 -4.298
H: -1.451 -0.538 -3.663
C: -0.069 -3.970 -3.017
H: 0.923 -3.689 -3.397
H: -0.696 -4.344 -3.833
H: 0.040 -4.729 -2.236
P: 0.592 3.378 -0.962
C: 1.112 4.825 0.053
H: 1.267 5.683 -0.622
H: 2.050 4.570 0.571
H: 0.338 5.065 0.788
C: 1.364 3.812 -2.554
H: 2.427 3.532 -2.579
H: 1.259 4.899 -2.651
H: 0.836 3.302 -3.367
C: -1.135 3.884 -1.364
H: -1.144 4.898 -1.804
H: -1.731 3.888 -0.437
H: -1.584 3.164 -2.073
O: -4.652 0.006 -2.402
C: -4.831 0.434 -1.150
C: -6.160 0.495 -0.677
C: -6.421 1.020 0.576
C: -5.390 1.612 1.306
C: -4.104 1.736 0.749
C: -3.753 1.003 -0.394
C: -2.377 0.951 -0.998
O: -2.335 0.836 -2.272
O: -1.325 1.059 -0.284
H: -3.681 0.357 -2.608
H: -6.959 0.145 -1.333
H: -7.440 0.989 0.978
H: -5.603 2.042 2.289
H: -3.343 2.402 1.182

Summary:
- frontier orbital gap (spin up / spin down) (eV) = 6.2874 / 5.0054
- multiplicity = 7
- total charge = +1

Atom charges from the Löwdin analysis, given in e for atoms 1 to 6: number 1, Eu, carries 1.77; number 2, C, carries -0.23; number 3, C, carries -0.22; number 4, C, carries -0.20; number 5, C, carries -0.19; number 6, C, carries -0.30

Q: Number 4 is which compound?
A: C31H50EuO3P2

Q: What is the formula in the second record?
A: C3H3Cl

Q: Which value of total charge does entry 4 give?
A: +1